Density functional theory data (wB97M-V/def2-TZVPD) for a 12-piece molecular cluster, C48H110B5F20N8O12 overall.

As for the total charge: +3.

Positions of all 203 atoms, in Å:
C  3.75  0.33  5.16
O  3.98  -1.07  5.05
C  3.38  -1.79  6.10
C  3.30  -3.18  5.59
N  4.62  -3.52  5.11
H  5.20  -2.71  4.93
H  5.17  -4.05  5.81
C  4.51  -4.37  3.87
C  5.91  -4.95  3.54
O  6.92  -3.97  3.86
C  8.23  -4.18  3.30
H  4.40  0.74  5.94
H  2.67  0.50  5.36
H  4.04  0.78  4.22
H  2.34  -1.49  6.23
H  4.04  -1.65  7.00
H  2.60  -3.23  4.78
H  2.90  -3.91  6.32
H  4.18  -3.72  3.04
H  3.77  -5.16  4.09
H  5.88  -5.18  2.45
H  6.09  -5.84  4.12
H  8.18  -4.34  2.22
H  8.76  -5.00  3.80
H  8.84  -3.29  3.50
C  -0.84  4.27  -7.11
O  -0.22  4.15  -5.80
C  -0.21  2.84  -5.25
C  -1.59  2.29  -4.71
N  -2.12  3.03  -3.49
H  -2.77  2.46  -2.91
H  -1.34  3.33  -2.93
C  -2.69  4.39  -3.82
C  -3.45  4.95  -2.67
O  -2.61  5.22  -1.61
C  -3.23  5.97  -0.60
H  -1.90  3.97  -7.11
H  -0.25  3.78  -7.87
H  -0.83  5.33  -7.33
H  0.47  2.88  -4.41
H  0.16  2.11  -5.99
H  -1.61  1.23  -4.48
H  -2.37  2.53  -5.44
H  -3.27  4.26  -4.73
H  -1.83  5.04  -4.09
H  -4.23  4.21  -2.43
H  -3.94  5.82  -3.12
H  -3.94  5.34  -0.09
H  -3.68  6.87  -1.02
H  -2.49  6.32  0.12
C  -9.74  0.60  -2.92
O  -8.75  0.33  -1.93
C  -9.31  0.57  -0.65
C  -8.17  0.25  0.26
N  -6.92  1.08  -0.14
H  -6.54  0.70  -1.04
H  -7.15  2.08  -0.20
C  -5.81  0.91  0.97
C  -5.81  2.08  1.87
O  -7.10  2.31  2.39
C  -7.09  3.02  3.63
H  -10.64  -0.06  -2.82
H  -9.46  0.41  -3.95
H  -10.05  1.64  -2.95
H  -10.17  -0.05  -0.38
H  -9.55  1.60  -0.56
H  -7.85  -0.76  -0.03
H  -8.36  0.31  1.32
H  -4.89  0.78  0.42
H  -6.00  -0.05  1.40
H  -5.51  3.00  1.26
H  -5.09  2.01  2.72
H  -8.15  2.95  3.98
H  -6.81  4.07  3.54
H  -6.41  2.51  4.29
C  1.74  2.84  1.44
O  1.72  2.68  2.89
C  1.50  3.85  3.66
C  0.03  4.15  3.92
N  -0.70  2.91  4.31
H  -1.24  2.64  3.44
H  -0.06  2.16  4.46
C  -1.65  3.07  5.42
C  -2.34  1.77  5.82
O  -2.74  1.13  4.63
C  -3.29  -0.21  4.75
H  2.07  1.90  1.10
H  2.50  3.63  1.22
H  0.72  3.02  1.08
H  1.96  4.76  3.27
H  2.07  3.62  4.59
H  -0.42  4.51  2.96
H  -0.02  4.95  4.66
H  -2.34  3.80  5.01
H  -1.10  3.50  6.29
H  -3.21  2.01  6.43
H  -1.73  1.13  6.45
H  -2.62  -0.93  5.28
H  -3.42  -0.59  3.75
H  -4.27  -0.18  5.24
C  -2.34  3.15  0.65
O  -1.51  2.42  1.64
C  -1.71  1.01  1.51
C  -0.56  0.27  2.25
N  0.17  -0.57  1.27
H  -0.53  -0.96  0.66
H  0.81  0.02  0.76
C  0.95  -1.70  1.82
C  2.38  -1.44  1.45
O  2.75  -0.14  1.93
C  3.83  0.26  1.17
H  -3.33  3.28  1.11
H  -2.47  2.46  -0.19
H  -1.86  4.09  0.37
H  -1.81  0.79  0.48
H  -2.60  0.78  2.10
H  -0.99  -0.33  3.05
H  0.20  0.95  2.59
H  0.48  -2.60  1.49
H  0.87  -1.60  2.90
H  2.41  -1.45  0.36
H  3.07  -2.23  1.77
H  4.21  1.22  1.51
H  3.59  0.30  0.09
H  4.58  -0.52  1.30
C  11.25  -0.07  -2.14
O  10.45  -0.95  -2.94
C  10.00  -2.02  -2.09
C  9.11  -2.84  -2.97
N  7.99  -1.87  -3.43
H  8.37  -0.99  -3.73
H  7.45  -2.26  -4.19
C  6.96  -1.68  -2.32
C  5.93  -0.64  -2.73
O  6.64  0.55  -3.06
C  5.82  1.66  -3.44
H  11.99  -0.55  -1.47
H  10.62  0.59  -1.51
H  11.81  0.55  -2.83
H  9.46  -1.59  -1.29
H  10.80  -2.67  -1.70
H  8.60  -3.69  -2.47
H  9.61  -3.15  -3.88
H  7.52  -1.36  -1.44
H  6.52  -2.65  -2.15
H  5.26  -0.47  -1.91
H  5.33  -0.97  -3.60
H  5.25  1.48  -4.35
H  6.44  2.52  -3.68
H  5.15  1.91  -2.63
C  -7.41  -2.78  -3.35
N  -5.86  -2.87  -3.45
C  -5.21  -2.82  -4.63
C  -3.86  -2.94  -4.70
C  -3.13  -2.89  -3.53
C  -3.80  -2.94  -2.36
C  -5.17  -2.95  -2.34
C  -1.63  -2.81  -3.50
C  -0.99  -2.26  -4.60
C  0.36  -2.14  -4.61
N  1.12  -2.56  -3.56
C  0.51  -3.12  -2.52
C  -0.87  -3.18  -2.42
C  2.63  -2.45  -3.71
H  -7.76  -3.71  -2.89
H  -7.88  -2.66  -4.32
H  -7.66  -1.96  -2.70
H  -5.78  -2.72  -5.52
H  -3.44  -2.86  -5.69
H  -3.37  -2.92  -1.36
H  -5.76  -3.05  -1.44
H  -1.53  -2.05  -5.53
H  0.92  -1.65  -5.35
H  1.17  -3.54  -1.75
H  -1.22  -3.43  -1.42
H  2.97  -2.96  -4.62
H  3.14  -2.84  -2.81
H  2.79  -1.37  -3.79
B  -3.20  -2.15  1.00
F  -2.97  -1.27  -0.06
F  -4.05  -1.58  1.94
F  -3.69  -3.39  0.51
F  -1.89  -2.34  1.60
B  0.22  -3.25  5.10
F  1.11  -4.16  4.50
F  -0.97  -3.51  4.42
F  -0.01  -3.64  6.40
F  0.67  -1.98  4.94
B  0.38  1.34  -1.99
F  0.91  0.63  -0.87
F  -1.02  1.17  -2.02
F  0.60  2.72  -1.95
F  0.96  0.65  -3.13
B  -4.64  1.01  -2.92
F  -5.72  0.16  -2.38
F  -5.18  2.06  -3.68
F  -3.92  1.62  -1.82
F  -3.83  0.19  -3.68
B  4.70  -3.42  -0.51
F  3.24  -3.42  -0.47
F  5.27  -4.20  0.50
F  5.02  -3.81  -1.79
F  5.11  -2.06  -0.27

These are the Löwdin partial charges, in e, on atoms 1 to 4: atom 1 (C): -0.0639, atom 2 (O): -0.2026, atom 3 (C): -0.2038, atom 4 (C): -0.1416

Density functional theory data (wB97M-V/def2-TZVPD) for a 14-piece molecular cluster, C48H123NO14 overall.

The relative energy (zero: lowest compared OMol25 entry of this formula, charge and spin) comes out at 0.0 kJ/mol.

Positions of all 186 atoms, in Å:
C  -2.64  15.41  27.31
C  -3.58  14.25  26.95
C  -5.05  14.60  27.25
C  -5.60  15.65  26.29
C  -5.46  15.10  24.86
C  -4.02  14.73  24.45
N  -3.45  13.83  25.48
O  -2.12  13.29  25.14
C  -4.04  14.01  23.08
C  -3.29  16.04  24.24
C  -3.16  12.99  27.83
H  -3.09  16.34  27.03
H  -1.63  15.35  26.87
H  -2.56  15.49  28.41
H  -5.57  13.65  27.20
H  -5.02  14.83  28.32
H  -5.00  16.59  26.45
H  -6.67  15.93  26.52
H  -5.76  15.90  24.18
H  -6.14  14.28  24.76
H  -3.07  13.82  22.68
H  -4.65  13.10  23.07
H  -4.49  14.68  22.35
H  -3.31  16.72  25.09
H  -2.28  15.84  23.95
H  -3.66  16.68  23.43
H  -3.79  12.13  27.55
H  -3.36  13.16  28.89
H  -2.08  12.81  27.71
H  -1.50  14.07  25.23
C  -2.55  7.40  17.54
C  -3.69  8.16  18.08
C  -4.05  7.71  19.45
O  -3.49  9.58  18.14
H  -1.61  7.66  18.02
H  -2.30  7.58  16.47
H  -2.55  6.31  17.67
H  -4.54  8.05  17.40
H  -4.92  8.24  19.82
H  -3.25  7.89  20.16
H  -4.31  6.66  19.49
H  -2.84  9.65  18.87
C  0.24  14.25  23.10
C  0.97  15.20  23.92
C  1.00  16.64  23.39
O  0.43  15.06  25.25
H  -0.79  14.61  22.96
H  0.23  13.23  23.51
H  0.70  14.20  22.09
H  2.04  14.86  23.98
H  1.56  17.31  24.08
H  0.02  17.06  23.24
H  1.48  16.77  22.42
H  0.64  15.84  25.79
C  -0.37  12.67  16.28
C  -1.51  11.87  16.72
C  -2.74  12.00  15.79
O  -1.10  10.50  16.87
H  0.52  12.53  16.91
H  -0.72  13.69  16.41
H  -0.07  12.45  15.28
H  -1.86  12.31  17.67
H  -3.64  11.58  16.21
H  -2.53  11.49  14.83
H  -2.99  13.01  15.61
H  -1.84  10.10  17.33
C  -0.50  7.78  24.38
C  1.02  7.44  24.27
C  1.66  8.55  23.49
O  1.60  7.29  25.55
H  -0.93  7.88  23.40
H  -0.75  8.68  24.95
H  -1.10  6.98  24.82
H  1.05  6.49  23.74
H  1.09  8.67  22.56
H  2.71  8.36  23.26
H  1.55  9.50  24.06
H  1.68  8.12  26.02
C  3.18  14.01  18.88
C  3.17  15.18  19.89
C  4.55  15.45  20.35
O  2.49  16.38  19.31
H  2.19  13.84  18.45
H  3.49  13.07  19.34
H  3.84  14.11  18.01
H  2.58  14.97  20.78
H  4.54  16.15  21.19
H  5.17  15.81  19.53
H  4.96  14.49  20.71
H  3.06  16.83  18.68
C  -2.36  14.76  19.93
C  -1.35  15.62  19.18
C  -1.12  16.86  20.03
O  -0.21  14.80  19.10
H  -1.94  14.48  20.89
H  -2.63  13.88  19.38
H  -3.23  15.37  20.13
H  -1.61  15.86  18.14
H  -0.81  16.55  21.06
H  -2.05  17.43  20.08
H  -0.28  17.47  19.68
H  0.55  15.39  19.14
C  -5.03  8.77  22.99
C  -4.65  10.08  23.62
C  -5.79  10.70  24.39
O  -3.47  9.89  24.42
H  -5.90  8.90  22.35
H  -5.40  8.09  23.74
H  -4.26  8.28  22.44
H  -4.38  10.77  22.80
H  -5.50  11.63  24.84
H  -6.01  9.95  25.16
H  -6.71  10.82  23.81
H  -3.28  10.67  24.96
C  -0.55  5.94  20.20
C  0.52  6.78  20.78
C  1.85  6.23  20.52
O  0.53  8.13  20.29
H  -0.61  4.96  20.66
H  -0.45  5.76  19.15
H  -1.55  6.36  20.39
H  0.36  6.77  21.87
H  2.01  5.26  20.97
H  2.70  6.81  20.85
H  1.97  6.08  19.42
H  0.88  8.15  19.39
C  -5.27  12.26  20.15
C  -6.18  12.00  18.98
C  -5.80  12.91  17.83
O  -6.13  10.66  18.55
H  -5.57  11.59  20.98
H  -5.28  13.29  20.49
H  -4.28  11.96  19.87
H  -7.18  12.17  19.26
H  -4.78  12.82  17.55
H  -5.99  13.97  18.09
H  -6.37  12.65  16.97
H  -5.19  10.39  18.55
C  -1.33  11.06  22.03
C  -1.25  11.06  20.48
C  0.09  11.56  20.05
O  -1.50  9.75  20.00
H  -1.36  12.05  22.52
H  -0.47  10.46  22.46
H  -2.17  10.54  22.46
H  -2.03  11.77  20.08
H  0.38  12.44  20.62
H  0.17  11.87  19.01
H  0.75  10.74  20.21
H  -0.75  9.13  20.22
C  0.34  11.56  26.10
C  1.79  11.97  26.05
C  2.15  12.67  27.31
O  2.71  10.84  25.85
H  -0.07  11.11  25.22
H  -0.23  12.43  26.35
H  0.25  10.91  27.00
H  1.91  12.68  25.20
H  1.66  13.64  27.39
H  3.22  12.88  27.39
H  1.94  11.99  28.17
H  3.35  11.04  25.17
C  1.19  7.54  15.80
C  1.86  8.54  16.66
C  2.28  9.73  15.81
O  0.98  9.00  17.67
H  0.86  6.67  16.35
H  1.83  7.17  14.97
H  0.32  7.92  15.33
H  2.74  8.12  17.15
H  3.02  9.44  15.06
H  2.75  10.56  16.37
H  1.45  10.19  15.23
H  0.31  9.58  17.31
C  4.42  9.27  20.89
C  4.62  10.59  21.44
C  4.31  10.74  22.95
O  5.97  10.97  21.22
H  5.07  8.51  21.35
H  4.61  9.22  19.83
H  3.40  8.92  21.03
H  4.06  11.35  20.89
H  4.79  10.04  23.66
H  3.26  10.80  23.13
H  4.72  11.73  23.29
H  6.17  11.00  20.30

These are the Löwdin partial charges, in e, on atoms 1 to 4: atom 1 (C): -0.0281, atom 2 (C): -0.4600, atom 3 (C): -0.1467, atom 4 (C): -0.1642

no.,strongest force on any atom (eV Å⁻¹),E_HOMO (eV)
1,3.70,-14.79
2,2.88,-8.67